[1]
ORCA calculation (ωB97M-V with the def2-TZVPD basis set) on a structure of composition C28H13F4N7PdS.

CARTESIAN COORDINATES (ANGSTROEM)
C (2.82, 1.48, -0.95)
C (0.23, -0.59, -2.22)
F (1.70, 2.24, -1.09)
H (-8.90, 2.23, -1.81)
H (-7.49, 0.72, -3.18)
C (-7.19, 0.97, -2.16)
S (-2.26, -1.01, 3.72)
C (6.70, -0.48, -3.37)
C (5.41, 0.11, -3.35)
C (-4.40, 0.22, 0.20)
N (7.75, -0.95, -3.44)
C (2.95, 1.35, 2.83)
C (-6.42, 1.62, 0.41)
H (-5.40, -0.21, -2.24)
N (-0.15, 1.29, 1.42)
H (-0.80, -3.32, -0.77)
N (-0.48, -0.22, -1.15)
C (4.86, 0.30, -4.64)
H (0.70, -2.61, -2.96)
Pd (-1.72, -0.92, 1.44)
N (-0.96, -1.27, -0.47)
N (3.36, 1.38, 3.91)
N (4.45, 0.42, -5.72)
C (-5.61, 0.76, -0.34)
H (0.72, 0.13, -2.85)
F (4.92, -0.11, 1.46)
C (5.12, 0.09, -0.85)
C (-7.59, 2.14, -0.11)
C (2.14, -1.75, 3.38)
C (-6.02, 0.45, -1.64)
C (4.42, 0.37, 0.30)
F (2.98, 1.65, -3.26)
H (3.20, -1.86, 3.19)
H (2.34, -1.48, 5.51)
C (1.02, 1.36, 1.44)
H (1.57, -1.87, 1.31)
C (1.65, -1.53, 4.67)
C (-3.39, -0.25, 0.69)
H (-0.10, -1.10, 5.85)
C (1.25, -1.75, 2.34)
C (4.70, 0.45, -2.14)
C (-7.99, 1.82, -1.40)
C (0.31, -1.33, 4.87)
F (6.26, -0.63, -0.70)
H (-0.59, 0.71, -0.74)
C (3.51, 1.17, -2.11)
C (3.21, 1.08, 0.32)
N (-0.06, -1.58, 2.54)
C (0.22, -1.97, -2.24)
H (-6.10, 1.87, 1.42)
C (-0.55, -1.35, 3.77)
C (-0.54, -2.34, -1.12)
H (-8.20, 2.80, 0.50)
C (2.42, 1.32, 1.52)

Output
total charge: -2
gap between HOMO and LUMO: 5.6 eV
lowest unoccupied orbital energy: 4.03 eV
multiplicity: 1
F_max: 0.667 eV Å⁻¹
energy above the lowest of the compared OMol25 structures with the same formula, charge and spin: 0.000 eV

---

[2]
ORCA calculation (ωB97M-V with the def2-TZVPD basis set) on a structure of composition C28H14Cl2IrN6O8S2 at a distorted geometry.

CARTESIAN COORDINATES (ANGSTROEM)
C (-3.97, -1.83, 1.63)
C (2.32, 0.88, 0.04)
O (-4.17, -2.00, 2.81)
O (-6.13, -2.27, 0.60)
S (1.91, -1.72, -4.17)
O (-4.50, -2.47, -1.87)
C (-1.17, 3.89, 1.35)
H (1.81, 0.50, -5.22)
H (-0.05, -3.00, -1.43)
C (-4.94, -2.11, 0.50)
H (2.52, 0.30, -0.86)
H (3.74, 3.90, 0.89)
C (0.88, -4.34, 2.62)
C (-1.92, 2.50, -2.32)
C (1.48, -0.06, -4.36)
C (0.91, -1.82, -2.75)
Cl (-2.85, 4.17, 1.55)
C (-2.74, -1.31, 0.98)
C (-2.89, -1.45, -0.41)
N (0.99, 1.33, -0.01)
C (-0.25, 4.83, 1.73)
H (1.04, -3.83, -2.51)
C (0.91, -3.15, 1.93)
H (0.10, -5.08, 2.43)
C (2.88, -2.41, 3.09)
O (-0.81, -3.20, 0.24)
Ir (-0.46, 0.10, -0.67)
C (-0.17, 1.50, -3.28)
O (-1.99, -1.04, -1.31)
H (4.38, 1.66, 0.08)
S (-1.64, 3.51, -3.70)
C (-4.14, -2.07, -0.78)
H (3.64, -1.65, 3.26)
C (1.13, 4.60, 1.55)
N (0.57, -1.31, 0.47)
C (1.88, -4.56, 3.56)
H (0.21, 2.67, -5.09)
O (-1.72, -0.84, 1.58)
C (2.87, -3.61, 3.79)
C (1.61, -1.10, 1.23)
H (-3.50, 3.56, -1.61)
C (-0.75, 2.64, 0.80)
C (-0.32, 2.49, -4.17)
N (0.39, -0.65, -2.42)
H (-0.59, 5.75, 2.19)
C (0.65, 0.32, -3.38)
C (1.61, 3.44, 0.98)
H (-3.00, 2.23, -0.63)
H (3.64, -3.82, 4.52)
N (-1.05, 1.52, -2.21)
C (0.05, -2.63, 0.82)
O (-1.55, 1.70, 0.47)
Cl (2.22, 5.84, 2.08)
H (1.90, -5.49, 4.12)
O (2.41, -0.08, 1.19)
C (3.35, 1.93, 0.26)
C (3.00, 3.14, 0.71)
C (1.88, -2.21, 2.16)
N (-2.98, 2.70, -1.53)
C (0.66, 2.47, 0.59)
N (0.71, -2.97, -2.11)

Output
total charge: 0
gap between HOMO and LUMO (alpha / beta): 5.1 / 3.8 eV
lowest unoccupied orbital energy (alpha / beta): -1.13 / -2.48 eV
multiplicity: 2
F_max: 2.413 eV Å⁻¹
energy above the lowest of the compared OMol25 structures with the same formula, charge and spin: 1.510 eV

---

[3]
ORCA calculation (ωB97M-V with the def2-TZVPD basis set) on a structure of composition C28H14ClN4O12Sm at a distorted geometry.

CARTESIAN COORDINATES (ANGSTROEM)
C (-0.90, -3.17, -3.82)
N (3.07, 4.41, 4.62)
C (-1.60, 1.46, 1.46)
H (0.54, 4.32, 4.66)
C (-1.38, 3.00, 3.26)
C (1.42, 0.35, -3.31)
H (-3.27, 2.26, 2.56)
O (-1.12, -1.61, 0.33)
O (-2.38, -3.48, -6.16)
C (0.01, 2.95, 3.07)
H (-1.52, -4.05, -3.92)
C (-0.31, -2.84, -2.61)
O (1.56, -1.43, 1.49)
O (4.27, 4.39, 4.49)
C (-2.19, 2.26, 2.45)
N (-0.30, 1.40, 1.26)
C (2.25, 3.59, 3.70)
C (-2.53, -0.08, -1.65)
C (4.59, 1.74, 1.39)
C (-2.37, -1.71, 0.23)
O (2.49, 5.09, 5.46)
H (-1.78, 3.63, 4.04)
C (2.83, 2.75, 2.67)
C (-5.18, -2.05, -0.01)
O (3.17, -2.68, 2.43)
C (1.94, 2.05, 1.84)
O (3.85, -3.38, -0.22)
H (0.26, -0.55, -5.58)
O (2.76, -1.48, -0.83)
O (-1.39, 0.36, -1.56)
H (-3.18, 0.32, -2.45)
O (2.00, 0.80, -4.28)
Cl (-6.92, -2.29, -0.13)
O (1.41, 0.86, -2.11)
C (0.59, -0.92, -3.50)
H (3.89, 0.49, -0.24)
C (-0.74, -2.33, -4.92)
N (0.39, -1.72, -2.44)
O (-0.97, -2.08, -7.26)
C (0.51, 2.13, 2.05)
H (-2.56, -3.02, 1.94)
C (3.16, -2.40, -0.01)
C (-1.46, -2.63, -6.25)
C (-4.53, -1.25, -0.90)
H (-2.22, 0.85, 0.81)
C (0.06, -1.21, -4.75)
H (-5.07, -0.76, -1.70)
C (0.92, 3.68, 3.88)
H (-5.01, -3.31, 1.73)
H (-0.42, -3.47, -1.74)
C (-3.12, -2.52, 1.15)
C (2.61, -2.18, 1.46)
C (-3.14, -1.04, -0.78)
N (2.34, 1.27, 0.83)
C (3.62, 1.12, 0.59)
C (4.20, 2.55, 2.42)
C (-4.47, -2.68, 1.03)
H (4.94, 3.03, 3.04)
H (5.64, 1.57, 1.20)
Sm (0.76, -0.34, -0.42)

Output
total charge: -2
gap between HOMO and LUMO (alpha / beta): 5.0 / 5.0 eV
lowest unoccupied orbital energy (alpha / beta): 1.89 / 1.89 eV
multiplicity: 6
F_max: 1.983 eV Å⁻¹
energy above the lowest of the compared OMol25 structures with the same formula, charge and spin: 0.403 eV

---

[4]
ORCA calculation (ωB97M-V with the def2-TZVPD basis set) on a structure of composition C28H16Cl5F5LuN3O10PS.

CARTESIAN COORDINATES (ANGSTROEM)
C (-2.15, 4.95, -0.53)
C (-3.27, -4.82, -0.52)
H (-3.30, 1.68, 0.38)
C (4.77, 2.16, 0.77)
C (-0.51, -0.46, 2.97)
C (4.82, 0.58, -3.85)
O (-0.40, -0.96, 4.09)
H (2.81, 0.82, 4.43)
F (2.20, 1.05, -1.47)
O (4.18, 0.89, 0.49)
C (4.47, -0.66, -4.35)
C (-3.03, -2.50, -1.10)
O (-4.66, 0.28, 4.95)
C (-1.81, 0.19, 2.58)
Cl (-0.35, 1.47, -2.72)
C (3.35, -1.31, -3.88)
F (3.07, -2.51, -4.40)
O (-0.66, -3.98, 0.99)
C (2.90, -0.14, 3.92)
C (-4.15, -2.52, -1.90)
C (-1.32, -3.25, 0.30)
H (-4.81, 1.45, 2.43)
H (-1.84, -0.87, 4.90)
P (2.80, 0.53, 1.27)
H (-4.48, -1.63, -2.43)
C (-0.68, 2.99, -0.56)
Lu (0.22, 0.05, -0.12)
S (1.11, -1.60, -2.29)
Cl (-2.25, 3.47, -4.24)
H (1.93, -0.60, 3.84)
N (-3.05, 1.25, 1.25)
O (2.47, -0.85, 0.45)
N (-1.83, 0.73, 1.38)
C (-4.85, -3.72, -2.00)
C (2.93, 0.45, -2.42)
H (3.14, -2.60, -0.33)
Cl (-0.92, 4.23, 1.80)
H (3.57, -0.78, 4.49)
C (-4.41, -4.86, -1.32)
H (4.95, 2.29, 1.84)
H (4.33, -1.74, 0.68)
F (5.90, 1.21, -4.31)
H (5.72, 2.20, 0.24)
C (-1.29, 4.06, 0.12)
C (-2.59, -3.63, -0.43)
C (3.29, -2.03, 0.58)
C (-3.54, -0.02, 4.59)
H (-4.97, -5.78, -1.42)
H (4.14, 2.98, 0.41)
O (-2.72, -0.72, 5.36)
O (0.13, 2.17, 0.02)
C (2.52, -0.78, -2.89)
C (-2.45, 4.79, -1.88)
H (-5.74, -3.78, -2.62)
C (4.03, 1.14, -2.87)
C (-3.80, 1.08, 2.35)
C (-2.04, -1.43, -0.78)
O (0.40, -0.39, 2.09)
F (4.35, 2.34, -2.37)
O (3.53, 0.04, 2.63)
F (5.22, -1.21, -5.30)
O (-2.04, -0.25, -1.15)
N (-1.07, -1.91, 0.02)
C (-3.04, 0.38, 3.25)
Cl (-3.51, 5.89, -2.68)
C (-1.03, 2.84, -1.92)
Cl (-2.86, 6.25, 0.36)
H (-2.91, -5.70, 0.01)
C (-1.88, 3.72, -2.57)
H (2.95, -2.60, 1.44)

Output
total charge: -1
gap between HOMO and LUMO: 7.5 eV
lowest unoccupied orbital energy: 2.07 eV
multiplicity: 1
F_max: 0.975 eV Å⁻¹
energy above the lowest of the compared OMol25 structures with the same formula, charge and spin: 0.091 eV

---

[5]
ORCA calculation (ωB97M-V with the def2-TZVPD basis set) on a structure of composition C28H16CrF5PS2 at a distorted geometry.

CARTESIAN COORDINATES (ANGSTROEM)
C (4.59, -1.11, -0.94)
H (5.49, -0.13, -2.59)
C (-2.91, -2.06, -4.23)
C (0.33, 1.84, 5.21)
C (-0.80, 1.38, 0.09)
C (-2.71, 2.34, -1.05)
C (2.65, 1.00, -1.06)
H (-3.00, -1.03, -0.89)
H (5.29, -1.93, -0.93)
H (2.32, -2.79, 2.70)
C (4.68, -0.11, -1.86)
F (-1.72, -0.33, -5.18)
P (0.68, 1.67, 1.11)
H (-1.09, 3.49, -0.23)
C (2.43, -2.01, 1.95)
H (-4.18, 0.96, -1.80)
H (-2.88, 0.94, 4.63)
H (-2.04, 0.93, 2.31)
C (-3.11, -2.98, -3.23)
Cr (0.85, 1.83, -1.55)
C (3.55, -1.07, 0.02)
H (0.80, -0.83, 2.75)
C (1.63, 0.09, 1.02)
C (3.41, -2.08, 1.01)
H (-1.37, 1.52, 6.50)
C (-2.58, -0.04, -0.75)
H (3.79, 1.68, -2.71)
H (1.82, 2.11, 3.69)
C (-3.25, 1.08, -1.25)
F (-2.42, -3.92, -1.20)
H (1.00, 2.10, 6.02)
C (-0.89, -1.21, -3.15)
F (-3.79, -2.01, -5.25)
C (1.54, -0.90, 1.97)
C (-2.22, -3.02, -2.19)
F (-4.17, -3.81, -3.27)
C (-1.00, 1.51, 5.48)
C (-1.14, -2.16, -2.16)
C (2.62, 0.00, -0.02)
C (-1.83, -1.20, -4.18)
F (-0.33, -2.27, -1.11)
H (-0.85, -0.76, 0.28)
C (-1.84, 1.19, 4.43)
H (-3.22, 3.21, -1.45)
S (1.07, 3.86, -2.29)
S (0.49, -0.14, -3.11)
C (-1.37, 1.18, 3.12)
C (-0.04, 1.50, 2.83)
C (3.72, 0.93, -1.92)
C (0.79, 1.84, 3.90)
C (-1.51, 2.50, -0.37)
C (-1.38, 0.11, -0.09)
H (4.11, -2.92, 1.01)

Output
total charge: -2
gap between HOMO and LUMO (alpha / beta): 4.1 / 5.2 eV
lowest unoccupied orbital energy (alpha / beta): 4.51 / 4.50 eV
multiplicity: 5
F_max: 1.214 eV Å⁻¹

---

[6]
ORCA calculation (ωB97M-V with the def2-TZVPD basis set) on a structure of composition C28H18AsF3N3OS3Y.

CARTESIAN COORDINATES (ANGSTROEM)
H (-2.51, 1.33, 1.10)
C (2.32, -2.58, 2.34)
C (2.19, -3.02, 1.05)
C (3.39, 0.79, 1.57)
H (0.20, 1.87, -2.57)
H (-0.20, 2.90, 1.58)
C (3.55, 1.68, -0.69)
C (-5.47, -0.21, 0.73)
H (5.47, 2.43, -1.26)
C (-0.37, 3.15, 0.54)
C (-6.05, -2.63, 0.96)
S (0.70, -3.60, 0.32)
H (-1.75, 5.52, -1.45)
S (1.06, -2.46, 3.53)
N (-2.84, -0.68, 1.33)
C (-3.69, -1.74, 1.31)
C (1.74, -1.17, -2.01)
C (0.08, 2.28, -0.46)
C (-3.27, 0.56, 1.06)
C (-0.13, 2.56, -1.80)
H (6.52, 1.88, 0.91)
C (-4.57, 0.85, 0.76)
F (-6.14, -3.27, 2.13)
C (2.82, 1.09, 0.34)
H (-4.88, 1.86, 0.55)
C (5.47, 1.67, 0.75)
C (3.33, -3.01, 0.17)
H (5.20, 0.81, 2.71)
H (-1.38, 4.99, 0.94)
Y (-0.68, -1.86, 1.65)
F (-7.29, -2.17, 0.68)
H (2.80, 0.33, 2.35)
C (0.70, -0.55, -1.34)
H (-1.43, -0.37, -1.07)
C (4.73, 1.08, 1.77)
N (4.67, -1.81, 3.13)
C (-1.03, 4.31, 0.18)
C (-0.79, 3.74, -2.15)
C (0.12, -2.48, -3.21)
As (0.99, 0.68, 0.08)
H (-1.95, -2.14, -2.72)
F (-5.76, -3.53, 0.02)
C (1.44, -2.14, -2.96)
H (2.24, -2.65, -3.47)
N (4.21, -2.97, -0.57)
C (3.63, -2.16, 2.78)
H (2.77, -0.94, -1.77)
H (3.09, 1.91, -1.64)
H (-0.11, -3.26, -3.93)
S (-3.00, -3.28, 1.66)
C (4.88, 1.97, -0.47)
C (-1.23, 4.61, -1.17)
O (0.29, 0.15, 1.51)
C (-5.05, -1.50, 1.01)
C (-0.63, -0.89, -1.59)
H (-0.95, 3.97, -3.20)
C (-0.92, -1.86, -2.53)
H (-6.51, -0.04, 0.50)

Output
total charge: 0
gap between HOMO and LUMO: 7.4 eV
lowest unoccupied orbital energy: -0.34 eV
multiplicity: 1
F_max: 0.604 eV Å⁻¹
energy above the lowest of the compared OMol25 structures with the same formula, charge and spin: 0.059 eV

---

[7]
ORCA calculation (ωB97M-V with the def2-TZVPD basis set) on a structure of composition C28H18Br2N3OPdS.

CARTESIAN COORDINATES (ANGSTROEM)
N (-3.01, 3.51, -2.88)
Br (0.21, -5.19, -1.73)
C (0.06, -4.04, 2.00)
H (-1.35, -1.03, 1.32)
Br (-4.42, -1.99, -1.46)
H (-5.76, 3.69, -1.02)
O (-2.41, 0.26, -2.07)
N (0.26, 0.06, -2.52)
H (4.11, 0.59, 5.16)
C (-0.42, 1.55, 0.05)
C (3.74, 0.95, 4.21)
C (-0.58, -3.46, -1.86)
C (-3.69, 4.17, -0.42)
C (0.71, -1.30, 1.84)
H (5.14, 2.58, 4.11)
H (-2.70, 3.34, -3.83)
H (2.33, 2.29, 0.89)
C (-0.91, -3.10, 1.68)
H (-4.99, 3.14, -3.36)
H (2.14, -4.33, 2.44)
C (-0.43, -1.06, -2.23)
H (-0.19, -5.09, 2.05)
C (1.56, 0.02, -2.66)
C (-2.55, -2.08, -1.76)
H (-1.93, -3.41, 1.48)
N (-2.44, 4.21, -0.68)
H (2.15, -3.27, -2.15)
C (-0.59, -1.76, 1.59)
Pd (-0.97, 1.95, -1.89)
H (2.71, -1.96, 2.30)
C (-1.86, -0.89, -2.02)
C (-1.99, 3.77, -1.94)
C (2.16, 0.76, 2.37)
C (-4.73, 3.73, -1.31)
C (3.80, 2.55, 2.43)
C (1.36, -3.61, 2.22)
H (-3.98, 4.50, 0.58)
H (4.22, 3.43, 1.97)
C (-1.93, -3.33, -1.70)
C (2.68, 0.31, 3.60)
C (2.29, -1.18, -2.53)
H (2.22, -0.54, 4.08)
H (-2.53, -4.21, -1.49)
H (2.06, 0.96, -2.87)
C (1.68, -2.26, 2.15)
C (1.62, -2.33, -2.26)
C (0.25, 0.88, 0.84)
S (-0.42, 4.18, -2.55)
C (-4.32, 3.44, -2.57)
C (4.31, 2.08, 3.63)
C (2.74, 1.91, 1.81)
C (0.21, -2.32, -2.12)
H (3.37, -1.17, -2.63)
C (1.02, 0.13, 1.71)

Output
total charge: -1
gap between HOMO and LUMO (alpha / beta): 6.1 / 6.7 eV
lowest unoccupied orbital energy (alpha / beta): 2.54 / 2.17 eV
multiplicity: 3
F_max: 0.406 eV Å⁻¹

---

[8]
ORCA calculation (ωB97M-V with the def2-TZVPD basis set) on a structure of composition C28H18MoN4O8S2.

CARTESIAN COORDINATES (ANGSTROEM)
S (-0.77, -1.51, -2.23)
C (-2.59, 0.06, 0.06)
N (-0.36, 1.18, -1.40)
N (1.59, -1.14, -1.55)
O (-1.37, -0.15, 0.55)
H (-1.75, 2.28, -2.39)
H (-5.83, -0.51, 0.75)
N (3.59, -5.00, 4.30)
C (3.00, -3.89, 3.51)
O (3.90, -0.12, -1.96)
O (3.12, -6.10, 4.12)
H (0.18, -3.12, -4.92)
H (-6.12, 0.81, -1.32)
C (1.97, -4.17, 2.65)
C (1.94, -1.82, 2.05)
H (1.92, 4.03, -2.76)
Mo (0.34, -0.41, -0.13)
C (2.20, -3.60, -5.50)
O (4.50, -4.71, 5.04)
C (0.88, -1.71, -2.51)
H (3.83, 1.89, 0.43)
O (3.68, -2.23, -0.66)
C (2.76, 2.87, -1.15)
H (1.90, -4.12, -6.40)
H (5.79, 3.38, 0.26)
C (-4.03, 1.10, -1.60)
C (3.99, -2.82, -4.05)
C (3.50, -2.60, 3.68)
H (-4.14, 1.70, -2.50)
O (-0.19, -2.49, 0.28)
H (1.60, -5.19, 2.56)
C (-4.96, -0.14, 0.23)
C (4.96, 4.53, -1.35)
C (2.96, -1.55, 2.95)
H (5.05, -2.74, -3.81)
C (3.84, 2.68, -0.30)
C (3.87, 4.72, -2.21)
H (3.89, 5.51, -2.94)
C (1.24, -3.04, -4.68)
H (5.82, 5.18, -1.43)
C (1.43, -3.12, 1.90)
H (-0.11, -4.35, 1.00)
O (1.43, -0.82, 1.33)
C (1.60, 2.00, -1.06)
C (2.77, 3.89, -2.11)
C (-2.73, 0.82, -1.13)
C (3.02, -2.28, -3.24)
C (3.56, -3.49, -5.19)
O (1.57, 1.06, -0.11)
H (4.30, -2.44, 4.38)
C (1.66, -2.37, -3.54)
C (-3.71, -0.41, 0.74)
C (0.34, -3.35, 1.02)
H (-3.57, -0.97, 1.66)
C (-1.61, 1.45, -1.71)
S (3.29, -1.38, -1.74)
H (3.33, -0.54, 3.05)
H (4.29, -3.93, -5.85)
C (4.94, 3.52, -0.40)
C (-5.12, 0.61, -0.94)
N (0.55, 2.08, -1.82)

Output
total charge: +2
gap between HOMO and LUMO: 5.2 eV
lowest unoccupied orbital energy: -8.74 eV
multiplicity: 1
F_max: 0.449 eV Å⁻¹
energy above the lowest of the compared OMol25 structures with the same formula, charge and spin: 0.000 eV